C6H13O | wB97M-V/def2-TZVPD

## Properties
frontier orbital gap (spin up / spin down) = 2.41 / 6.50 eV
HOMO level (spin up / spin down) = 0.165 / 0.009 hartree
total charge = -2
ΔE to the lowest compared entry with this formula, charge and spin = 21.9 kcal/mol
spin multiplicity = 2
expectation value of S² = 0.751

Element x y z (Å)
C -0.39822 -1.15037 -2.28679
C 0.18567 -1.23406 -0.89349
C 1.51528 -1.26800 -0.65879
C 2.13266 -1.30778 0.70835
H 0.34128 -1.26125 -3.08900
H -1.18253 -1.91547 -2.43171
H -0.88583 -0.20205 -2.37860
H -0.52809 -1.12744 -0.07963
H 2.18463 -1.14041 -1.53873
H 1.25243 -1.24633 1.38820
H 2.67981 -2.21380 0.92354
H 2.79047 -0.44858 0.95354
C -0.92744 1.80910 0.46776
O -1.24497 0.60228 -0.09023
C -1.51281 1.87695 1.89963
H -1.43605 2.64494 -0.07689
H 0.17934 1.98472 0.47125
H -1.38488 2.82779 2.50347
H -1.20971 1.01299 2.50001
H -2.55105 1.75677 1.70810

C6H13O2 | wB97M-V/def2-TZVPD

## Properties
frontier orbital gap = 7.48 eV
HOMO level = -0.140 hartree
total charge = -1
ΔE to the lowest compared entry with this formula, charge and spin = 16.0 kcal/mol
spin multiplicity = 1

Element x y z (Å)
C -2.80175 0.58132 1.28438
C -2.69680 -0.70620 0.45626
C -1.50740 1.42852 1.32565
O -1.43195 2.35977 0.49064
O -0.68248 1.15378 2.23265
H -3.53035 1.22600 0.77934
H -3.23362 0.47158 2.28267
H -3.51725 -0.71162 -0.26321
H -2.78767 -1.64836 1.01097
H -1.72380 -0.81692 -0.02716
C 1.74344 -0.05451 -0.49850
C 3.16442 -0.41199 -0.03805
C 1.51753 -0.45426 -1.95771
H 0.99265 -0.48563 0.14820
H 1.52767 1.00163 -0.31711
H 3.43026 -1.40412 -0.39714
H 1.14916 -1.46439 -2.10471
H 0.85440 0.30545 -2.38193
H 2.41348 -0.33354 -2.55041
H 3.83190 0.31031 -0.51691
H 3.28815 -0.34683 1.04208

C6H13O2 | wB97M-V/def2-TZVPD

## Properties
frontier orbital gap (spin up / spin down) = 2.57 / 7.92 eV
HOMO level (spin up / spin down) = 0.144 / -0.056 hartree
total charge = -2
ΔE to the lowest compared entry with this formula, charge and spin = 9.2 kcal/mol
spin multiplicity = 2
expectation value of S² = 0.751

Element x y z (Å)
C 0.18493 -0.13367 -1.65866
C 1.07087 0.96839 -2.19054
C -0.95767 -0.61378 -2.57119
H 0.85013 -0.95405 -1.38546
H -0.26839 0.14364 -0.70533
H 1.81684 1.23347 -1.43715
H 0.59346 1.92313 -2.43839
H -1.20712 0.13060 -3.32852
H -0.77760 -1.62247 -2.95940
H 1.60482 0.64987 -3.09202
H -1.91173 -0.79630 -2.05177
C 0.16434 0.28614 2.79763
C -1.28377 -0.00422 2.33257
C 1.22135 -0.57644 2.07728
O 2.12545 -0.03891 1.40828
O 1.08001 -1.81655 2.29495
H 0.35213 1.33345 2.53783
H 0.25766 0.12962 3.87027
H -1.94828 -0.15327 3.14704
H -1.34111 -0.88146 1.68164
H -1.62632 0.79283 1.67093

C6H13O2P | wB97M-V/def2-TZVPD

## Properties
frontier orbital gap = 7.69 eV
HOMO level = -0.283 hartree
total charge = 0
ΔE to the lowest compared entry with this formula, charge and spin = 55.6 kcal/mol
spin multiplicity = 1

Element x y z (Å)
C -0.03398 -0.51079 -0.43408
C 0.00808 0.64840 0.49494
C 1.21216 1.50391 0.34848
C -1.21244 -1.36142 -0.50573
C -1.39368 1.42631 0.40677
C 0.02986 -0.06727 1.90174
O 0.95422 -0.67958 -1.16092
O 2.83373 -1.38112 -3.06874
P 1.39749 -1.40248 -2.82116
H 2.12547 0.96896 0.25444
H 1.30444 2.32614 1.05936
H 1.08325 1.93786 -0.67407
H -1.81533 -1.15801 -1.41297
H -1.86731 -1.22967 0.37544
H -0.98187 -2.39989 -0.77522
H -2.03683 1.08430 -0.37132
H -1.10633 2.52308 0.25718
H -1.83734 1.09337 1.40599
H -0.11518 0.76504 2.68386
H 1.05848 -0.49812 2.16291
H -0.76543 -0.71783 2.08644
H 1.15854 -2.87119 -2.21334

C6H13O2P | wB97M-V/def2-TZVPD

## Properties
frontier orbital gap (spin up / spin down) = 6.66 / 6.61 eV
HOMO level (spin up / spin down) = -0.208 / -0.310 hartree
total charge = 0
ΔE to the lowest compared entry with this formula, charge and spin = 34.9 kcal/mol
spin multiplicity = 3
expectation value of S² = 2.008

Element x y z (Å)
C -2.32958 -0.21798 0.14915
C 2.32145 0.16827 -0.47379
C 2.19189 -0.61527 0.94086
C 1.27457 1.29742 -0.57903
C -3.03512 0.99829 0.61299
C -0.46144 -2.20268 -0.83786
O 0.97589 -0.62715 1.52869
O -0.01598 0.68824 -0.80900
P -0.67088 -0.53024 -0.00233
H -2.80863 -1.13951 0.48649
H 3.46724 0.32520 -0.72716
H 1.91556 -0.65699 -1.26768
H 2.54229 -1.71080 0.72684
H 3.04539 -0.20767 1.67034
H 1.48152 1.85736 0.32480
H 1.46954 1.70388 -1.51236
H -4.02374 1.10931 0.16868
H -3.31453 1.07713 1.72057
H -2.59264 1.89287 0.53557
H -1.42774 -2.54813 -1.48990
H 0.25964 -2.13899 -1.68411
H -0.29520 -2.94280 0.01388

C6H13O6P | wB97M-V/def2-TZVPD

## Properties
frontier orbital gap = 10.42 eV
HOMO level = -0.389 hartree
total charge = 0
ΔE to the lowest compared entry with this formula, charge and spin = 27.5 kcal/mol
spin multiplicity = 1
SMILES = CCOC(=O)CCCOP(=O)(O)O

Element x y z (Å)
C 3.63403 -1.10752 0.35565
C 2.30782 -0.24451 -0.18543
O 2.00429 0.72349 0.88029
C 1.44139 1.97653 0.34864
O 2.01906 3.15539 0.60650
C 0.02679 1.81703 -0.52954
C -1.01716 1.01685 0.44967
C -2.57446 0.99711 -0.05900
O -2.90151 -0.04912 -1.03973
P -2.68458 -1.65425 -0.39697
O -3.80747 -2.69318 -0.79332
O -1.08259 -2.18096 -0.95668
O -2.57702 -1.69559 1.36978
H 4.37621 -0.28366 0.79766
H 4.12940 -1.74734 -0.49800
H 3.26305 -1.75286 1.27056
H 1.41171 -0.99330 -0.38618
H 2.66429 0.25491 -1.20000
H 0.23155 1.24570 -1.55708
H -0.30883 2.93863 -0.75221
H -0.54983 -0.03142 0.67651
H -1.01460 1.60688 1.48716
H -2.92012 2.04183 -0.52104
H -3.25467 0.79494 0.90004
H -0.90839 -1.69840 -1.83598
H -1.90839 -2.43721 1.56871

C6H13O6PS | wB97M-V/def2-TZVPD

## Properties
frontier orbital gap = 6.38 eV
HOMO level = -0.027 hartree
total charge = -2
ΔE to the lowest compared entry with this formula, charge and spin = 65.9 kcal/mol
spin multiplicity = 1

Element x y z (Å)
C 0.56753 -0.79095 2.12819
C -0.72546 3.76006 -0.79310
C -1.45226 -0.91016 -0.03941
C 1.03253 -1.44584 0.81801
C 0.39572 3.01138 -0.06009
C 0.05318 -1.05680 -0.34830
O 1.27408 -4.26721 -1.33596
O -1.14138 -4.01108 -2.08957
O -0.57908 -4.45720 0.39680
O 1.91771 0.81039 -1.07155
O -0.25617 0.87933 -2.08153
O -0.04677 1.82854 0.44725
P -0.17273 -4.14615 -1.00054
S 0.51338 0.48997 -0.91888
H -0.31151 -1.14746 2.44260
H 1.37205 -0.86076 2.83667
H 0.53320 0.32835 2.11488
H -0.74692 4.82013 -0.55271
H -0.47781 3.57359 -1.83064
H -1.62276 3.28701 -0.57406
H -1.67539 -1.90579 0.30240
H -1.73963 -0.84403 -1.06150
H -1.57815 -0.07810 0.64995
H 0.85238 -2.58699 0.98397
H 1.90802 -1.07576 0.40342
H 0.71483 3.73937 0.91037
H 1.39140 3.05614 -0.67668

C6H13PS3 | wB97M-V/def2-TZVPD

## Properties
frontier orbital gap = 9.17 eV
HOMO level = -0.318 hartree
total charge = 0
ΔE to the lowest compared entry with this formula, charge and spin = 1.2 kcal/mol
spin multiplicity = 1
SMILES = C1=CCCCC1.SP(S)S

Element x y z (Å)
C 0.37707 1.06923 0.69175
C 0.73255 0.13805 1.60353
C 1.68477 -0.97223 1.20398
C 1.51274 -1.34242 -0.21916
C 1.80538 -0.06698 -0.98122
C 0.75162 1.03893 -0.67890
H -0.07395 1.94710 0.96954
H 0.38330 0.24208 2.69683
H 1.83672 -1.91892 1.91196
H 2.62591 -0.42228 1.46841
H 0.51167 -1.64509 -0.44453
H 2.23196 -2.22954 -0.44499
H 1.76457 -0.11766 -2.04608
H 2.88824 0.22341 -0.78004
H 0.98141 2.11913 -1.01248
H -0.25401 0.69982 -1.26856
S -3.75868 -1.33832 0.54540
P -2.36542 0.01042 -0.38079
S -3.33922 1.88608 -0.07795
S -2.85926 -0.24411 -2.50311
H -2.95103 -1.50516 1.53344
H -2.75786 1.91409 1.02469
H -1.72848 0.51437 -2.81173

C6H14 | wB97M-V/def2-TZVPD

## Properties
frontier orbital gap = 12.18 eV
HOMO level = -0.402 hartree
total charge = 0
ΔE to the lowest compared entry with this formula, charge and spin = 4.0 kcal/mol
spin multiplicity = 1
SMILES = CCCC(C)C

Element x y z (Å)
C -1.47659 -2.20394 1.06376
C -0.97723 -1.12968 0.07704
C 0.05786 -0.14381 0.62756
C 0.28775 1.03801 -0.32408
C 1.24910 2.06316 0.27588
C 0.78525 0.56830 -1.69283
H -1.00317 -2.12462 2.04951
H -1.27247 -3.20849 0.70181
H -2.56002 -2.14769 1.21513
H -0.56841 -1.60409 -0.82206
H -1.84024 -0.54571 -0.26160
H 1.01193 -0.66287 0.80956
H -0.26910 0.24245 1.60456
H -0.68485 1.53438 -0.47083
H 1.38376 2.91677 -0.39800
H 0.88168 2.44801 1.23452
H 2.23737 1.61832 0.44736
H 0.90364 1.41167 -2.38104
H 1.75924 0.07081 -1.59661
H 0.09449 -0.14097 -2.15965